1.
C26H25N9O2OsP as an isolated structure. Source: OMol25; level of theory: the ωB97M-V functional and the def2-TZVPD basis.

Summary:
DFT total energy: -2080.1473 hartree
largest force on an atom: 0.0399 Eh/bohr
ΔE to the lowest compared entry with this formula, charge and spin: 2.929 eV
multiplicity: 1
charge: +3

Geometry as XYZ:
```
64
Properties=species:S:1:pos:R:3:forces:R:3:mulliken_charge:R:1
Os 0.985 0.009 -0.584 0.356 1.539 0.375 1.80
C 0.474 2.134 4.529 -0.053 0.445 0.338 -0.80
N 0.673 1.146 3.476 0.040 -0.198 -0.279 0.13
C 1.035 -0.151 3.681 0.105 -0.197 -0.086 -0.67
C 1.167 -0.720 2.451 -0.011 -0.147 0.124 -0.71
N 0.894 0.223 1.499 0.207 -0.303 -0.029 0.46
C 0.588 1.355 2.149 -0.113 0.310 -0.003 0.10
P 0.150 2.992 1.455 0.059 -0.317 -0.265 -0.25
C 1.610 3.116 0.377 -0.114 0.034 0.206 0.07
N 2.207 2.071 -0.203 -1.253 -1.487 -0.647 0.22
C 3.301 2.547 -0.855 0.437 0.207 -0.332 -0.64
C 3.358 3.904 -0.673 0.197 -0.426 -0.145 -0.52
N 2.291 4.247 0.098 -0.079 -0.642 0.102 0.14
C 1.920 5.597 0.493 -0.236 0.512 0.139 -0.80
C -0.914 2.374 0.105 -0.101 0.250 0.336 0.11
N -0.597 1.376 -0.729 0.804 -0.569 0.283 0.32
C -1.596 1.285 -1.660 -0.319 -0.019 -0.271 -0.63
C -2.518 2.249 -1.387 0.114 -0.214 -0.304 -0.61
N -2.076 2.924 -0.281 0.400 -0.435 0.075 0.13
C -2.746 4.055 0.346 -0.155 0.516 0.133 -0.84
H 0.610 1.657 5.495 0.001 -0.066 -0.062 0.34
H 1.205 2.936 4.436 0.016 -0.056 0.003 0.35
H -0.528 2.559 4.490 -0.003 -0.105 -0.060 0.34
H 1.186 -0.567 4.661 -0.046 0.023 0.060 0.47
H 1.417 -1.737 2.207 -0.008 -0.011 -0.017 0.69
H 3.980 1.910 -1.392 -0.011 0.054 -0.018 0.62
H 4.080 4.616 -1.033 -0.015 0.076 0.036 0.48
H 2.743 6.277 0.291 0.065 -0.119 0.053 0.34
H 1.057 5.940 -0.079 0.043 -0.088 -0.041 0.34
H 1.675 5.634 1.553 0.102 -0.030 -0.005 0.35
H -1.591 0.550 -2.446 0.034 0.024 -0.025 0.60
H -3.425 2.509 -1.905 -0.056 0.028 0.043 0.53
H -3.820 3.980 0.190 0.044 -0.115 -0.016 0.35
H -2.543 4.066 1.414 -0.026 -0.060 -0.028 0.38
H -2.397 4.990 -0.092 -0.005 -0.052 -0.035 0.34
N -0.932 -1.399 -0.053 1.497 0.927 -0.955 -0.63
C -1.889 -2.027 -0.207 0.140 0.259 0.004 0.32
C -3.038 -2.813 -0.422 -0.525 -0.218 -0.126 0.58
C -4.127 -2.758 0.460 0.012 0.012 0.094 -0.44
C -5.227 -3.562 0.227 -0.042 0.045 0.042 -0.67
C -5.270 -4.394 -0.887 0.263 0.021 0.106 -0.38
C -4.192 -4.441 -1.765 0.019 -0.019 -0.082 -0.72
C -3.082 -3.647 -1.550 0.078 -0.058 0.001 -0.42
H -4.112 -2.091 1.311 0.058 -0.057 0.063 0.46
H -6.053 -3.556 0.923 -0.035 0.090 -0.012 0.42
H -6.134 -5.020 -1.062 -0.017 -0.011 0.005 0.43
H -4.214 -5.113 -2.611 -0.010 0.065 -0.069 0.44
H -2.258 -3.665 -2.252 0.053 -0.081 0.021 0.45
N 0.549 -5.614 -3.329 -0.014 0.022 0.010 -0.37
C 1.140 -4.968 -2.588 -0.158 -0.133 -0.124 -0.34
C 1.820 -4.118 -1.661 0.179 0.132 0.220 0.03
C 2.960 -4.525 -0.967 -0.085 0.204 -0.014 -0.25
C 3.554 -3.616 -0.104 -0.109 -0.029 0.006 -0.95
C 2.996 -2.361 0.054 0.314 0.060 0.174 -0.25
N 1.885 -1.986 -0.597 -0.346 0.713 0.328 -0.04
C 1.312 -2.845 -1.446 -0.071 -0.278 -0.184 0.02
H 3.367 -5.518 -1.109 0.005 0.006 -0.011 0.57
H 4.443 -3.878 0.452 0.028 0.040 -0.017 0.47
H 3.467 -1.627 0.694 -0.082 0.018 0.014 0.61
H 0.426 -2.524 -1.978 0.070 0.029 -0.004 0.71
O 0.977 -0.014 -2.652 -0.536 -0.122 0.062 -0.70
C 2.217 0.005 -2.940 -0.301 -0.087 -0.725 0.19
O 3.051 -0.034 -2.023 -0.867 0.125 1.440 -0.51
H 2.506 0.053 -3.996 0.064 -0.039 0.097 0.46
```
Positions in Å, forces in eV/Å.

---

2.
A 2-piece molecular cluster, C26H26BF6O3 overall. Source: OMol25; level of theory: the ωB97M-V functional and the def2-TZVPD basis.

Summary:
DFT total energy: -1855.6712 hartree
largest force on an atom: 0.0799 Eh/bohr
ΔE to the lowest compared entry with this formula, charge and spin: 5.330 eV
multiplicity: 1
charge: +1

Geometry as XYZ:
```
62
Properties=species:S:1:pos:R:3:forces:R:3:mulliken_charge:R:1
C -0.267 1.854 5.920 -0.476 -0.149 0.968 -1.25
C 0.491 2.389 4.786 1.356 -0.913 -0.910 0.49
C 0.380 3.621 4.127 0.418 0.425 -0.966 -1.12
C 1.177 3.567 2.989 -0.035 -0.394 0.808 -0.62
C 1.693 2.170 2.804 -3.536 -0.354 2.057 0.82
B -2.922 1.029 1.597 3.642 1.082 0.406 0.52
O -2.677 1.870 0.591 -0.758 -0.426 -0.020 -0.46
C -1.219 1.748 0.218 -0.294 0.067 0.175 1.58
C -1.274 1.193 -1.188 0.074 0.141 -0.243 -1.67
C -0.562 3.099 0.259 0.238 0.789 -0.215 -1.13
C -0.635 0.791 1.319 -0.102 -0.769 -0.105 1.69
C -0.407 -0.650 0.782 0.779 0.040 -0.133 -1.97
C 0.815 1.088 1.911 0.801 -0.502 0.328 -0.85
O -1.742 0.669 2.270 -1.465 -0.267 0.348 -0.44
O 1.382 1.603 4.182 -1.598 0.732 0.306 -0.45
H -1.046 2.547 6.273 0.352 -0.094 -0.349 0.38
H -0.768 0.926 5.592 0.251 0.242 0.074 0.32
H 0.337 1.605 6.814 0.028 0.036 -0.623 0.33
H -0.230 4.452 4.479 0.330 -0.227 -0.162 0.50
H 1.466 4.426 2.381 -0.524 -0.436 -0.019 0.84
H -0.270 1.015 -1.573 0.005 -0.269 0.037 0.26
H -1.899 0.300 -1.241 0.294 0.042 -0.033 0.42
H -1.727 1.930 -1.850 -0.051 0.118 0.102 0.44
H 0.330 3.042 -0.382 -0.087 0.053 0.194 0.14
H -1.187 3.893 -0.181 0.072 -0.383 0.263 0.57
H -0.241 3.398 1.272 -0.477 -0.126 -0.563 0.01
H 0.457 -0.667 0.098 -0.315 0.016 0.055 0.32
H -0.128 -1.305 1.612 -0.291 0.095 -0.045 0.52
H -1.246 -1.097 0.245 -0.114 0.321 0.268 0.38
H 1.387 0.961 0.990 0.129 0.166 0.270 -0.42
H 2.762 2.002 2.659 -0.268 -0.025 -0.131 0.73
H 1.054 0.186 2.505 -0.158 0.328 -0.416 0.42
F 4.826 -2.311 -3.514 -1.326 0.073 0.608 -0.25
C 3.585 -2.212 -2.926 0.205 -0.670 -0.621 0.81
F 2.674 -2.051 -3.938 0.877 -0.255 0.900 -0.26
F 3.327 -3.413 -2.321 0.259 1.102 -0.638 -0.26
C 3.514 -1.066 -1.943 -0.126 -0.062 -0.267 0.38
C 3.166 0.206 -2.418 0.237 -0.206 0.203 -1.02
C 3.064 1.260 -1.519 -0.200 0.339 0.341 -0.41
C 3.324 1.073 -0.134 -0.370 -0.545 -0.292 0.08
C 3.165 2.173 0.857 2.408 0.659 -2.495 -1.27
C 4.393 2.795 1.325 -0.577 -0.763 0.712 1.53
C 5.680 2.214 1.153 0.248 0.286 -0.075 -0.58
C 6.813 2.956 1.453 -0.536 -0.417 0.098 -1.38
C 6.669 4.195 2.066 0.275 0.564 -0.047 0.42
C 7.897 5.009 2.301 1.370 0.292 -0.068 0.84
F 7.675 6.121 3.032 0.080 -0.553 -0.477 -0.27
F 8.866 4.289 2.962 -0.837 0.652 -0.753 -0.26
F 8.436 5.403 1.092 -0.370 -0.333 1.281 -0.25
C 5.428 4.713 2.409 0.109 -0.376 0.125 -1.31
C 4.310 3.982 2.083 -0.184 0.294 -0.124 0.01
C 3.716 -0.210 0.293 -0.032 0.042 -0.288 0.18
C 3.797 -1.284 -0.598 0.235 0.282 0.146 -1.06
H 3.018 0.360 -3.493 -0.061 -0.039 0.531 0.44
H 2.794 2.253 -1.911 0.149 -0.459 0.344 0.47
H 2.339 2.856 0.655 0.297 -0.057 0.057 0.61
H 5.796 1.197 0.791 -0.099 0.334 -0.271 0.46
H 7.806 2.572 1.232 -0.200 0.016 0.116 0.42
H 5.334 5.654 2.935 0.111 -0.062 -0.004 0.50
H 3.351 4.337 2.440 0.186 0.120 -0.414 0.04
H 3.947 -0.368 1.346 -0.090 -0.013 -0.165 0.60
H 4.118 -2.269 -0.244 -0.259 0.398 -0.188 0.45
```
Positions in Å, forces in eV/Å.

---

3.
C26H26Br2N4O3PtS as an isolated structure. Source: OMol25; level of theory: the ωB97M-V functional and the def2-TZVPD basis.

Summary:
DFT total energy: -7116.5876 hartree
largest force on an atom: 0.0182 Eh/bohr
ΔE to the lowest compared entry with this formula, charge and spin: 0.409 eV
multiplicity: 1
charge: 0

Geometry as XYZ:
```
63
Properties=species:S:1:pos:R:3:forces:R:3:mulliken_charge:R:1
Pt 0.476 0.534 -0.789 0.395 -0.571 -0.343 1.57
C -1.619 3.416 -1.025 0.006 0.022 0.014 -1.19
C -0.161 3.752 -0.996 -0.014 0.032 -0.026 0.81
C 0.250 5.104 -0.953 0.032 -0.001 0.006 -0.85
C 1.573 5.422 -0.911 -0.012 0.016 -0.004 -0.90
C 2.538 4.393 -0.869 -0.001 -0.017 0.002 1.03
C 3.934 4.594 -0.753 -0.007 0.009 -0.003 -0.10
Br 4.647 6.350 -0.713 -0.003 -0.006 0.000 -0.24
C 4.785 3.531 -0.650 -0.018 0.000 0.000 -0.38
C 4.284 2.224 -0.657 0.047 -0.038 -0.012 -0.11
Br 5.480 0.776 -0.455 -0.020 0.016 -0.009 -0.19
C 2.935 1.949 -0.788 -0.015 0.073 -0.051 0.24
O 2.465 0.736 -0.796 -0.028 -0.114 0.133 -0.57
C 2.055 3.070 -0.908 0.050 -0.014 0.026 0.08
N 0.723 2.778 -1.012 -0.184 -0.378 0.035 -0.41
H -2.216 4.288 -0.765 0.004 0.007 -0.018 0.45
H -1.827 2.621 -0.312 -0.015 0.024 0.008 0.08
H -1.920 3.081 -2.019 0.009 -0.015 0.016 0.24
H -0.504 5.879 -0.956 -0.009 -0.011 0.002 0.41
H 1.894 6.454 -0.886 -0.001 -0.001 0.002 0.35
H 5.849 3.690 -0.547 0.001 -0.003 0.000 0.44
C 1.187 1.416 2.141 -0.082 -0.085 -0.049 -0.91
O 0.223 0.696 1.454 0.006 0.074 0.221 -0.64
H 1.042 1.326 3.229 0.019 0.028 0.017 0.32
H 1.166 2.499 1.915 0.019 0.023 -0.010 0.25
H 2.219 1.077 1.935 0.014 0.005 0.004 0.16
C -3.580 0.224 -2.050 0.004 -0.016 0.011 -0.96
C -2.210 0.361 -1.999 -0.012 -0.084 0.007 -0.50
N -1.533 0.219 -0.852 0.064 0.097 -0.003 0.14
C -2.180 -0.119 0.267 -0.074 0.005 0.002 0.23
C -3.562 -0.283 0.290 0.033 -0.081 -0.041 0.26
C -4.267 -0.082 -0.885 -0.009 -0.013 -0.014 -0.33
C -4.229 -0.619 1.569 0.049 0.034 0.041 -1.19
C -4.028 -1.723 2.281 -0.033 0.020 0.010 -0.68
C -3.242 -2.899 1.853 0.035 0.023 -0.061 0.86
C -2.504 -3.637 2.769 0.021 0.021 0.011 -0.60
C -1.830 -4.743 2.287 0.004 0.004 0.005 -0.26
N -1.879 -5.111 1.010 -0.006 0.010 -0.006 -0.58
C -2.610 -4.333 0.220 0.013 -0.010 -0.032 -0.15
N -3.299 -3.255 0.568 -0.026 0.003 0.023 -0.41
H -4.096 0.355 -2.991 0.003 0.001 -0.001 0.45
H -1.618 0.598 -2.871 0.005 0.020 0.013 0.57
H -1.562 -0.201 1.155 0.070 0.029 0.023 0.63
H -5.345 -0.191 -0.897 0.002 -0.006 0.003 0.50
H -4.893 0.139 1.973 0.017 0.010 0.017 0.40
H -4.483 -1.794 3.263 -0.031 -0.014 -0.012 0.43
H -2.453 -3.354 3.812 0.000 0.000 0.001 0.43
H -1.233 -5.363 2.948 -0.002 0.000 0.003 0.41
H -2.656 -4.615 -0.826 0.009 0.012 0.008 0.47
O -0.460 -2.470 -0.190 0.055 -0.146 -0.066 -0.50
S 0.779 -1.830 -0.683 -0.423 0.805 0.220 0.57
C 1.577 -3.079 -1.760 0.069 0.221 -0.131 -0.92
C 2.756 -3.663 -0.976 0.009 0.004 0.023 -0.58
C 2.486 -3.411 0.511 -0.014 -0.013 -0.005 -0.61
C 2.043 -1.960 0.583 -0.036 -0.073 -0.003 -0.75
H 1.856 -2.614 -2.703 0.007 -0.008 0.001 0.32
H 0.771 -3.794 -1.924 -0.005 0.015 0.001 0.39
H 3.676 -3.152 -1.266 -0.004 0.003 -0.003 0.32
H 2.878 -4.723 -1.199 -0.010 0.002 -0.003 0.38
H 3.371 -3.590 1.121 0.008 0.005 -0.012 0.40
H 1.686 -4.063 0.869 0.007 -0.006 0.009 0.22
H 2.835 -1.261 0.306 0.005 0.025 0.007 0.28
H 1.561 -1.621 1.500 0.000 0.027 -0.004 0.42
```
Positions in Å, forces in eV/Å.